*w*
{"formula": "C6H13NS", "method": "wB97M-V/def2-TZVPD", "species": ["H", "H", "H", "H", "C", "H", "H", "H", "C", "C", "C", "H", "H", "C", "C", "N", "H", "S", "H", "H", "H"], "coordinates": [[-0.23531, 0.70531, 1.77555], [-0.29530, -0.99991, 2.08157], [0.80520, 0.05754, 2.98918], [1.67174, 1.72661, -0.67341], [0.68774, 1.54296, -1.13117], [-0.97167, -1.20497, -1.75169], [-1.79614, -0.80882, 0.30552], [-3.13432, -0.08033, -0.66382], [-2.06545, -0.02721, -0.38865], [0.37676, -0.17960, 1.95148], [1.11443, -0.77913, -0.37621], [-1.34917, 0.41112, -2.46605], [2.20999, 0.37057, 1.07607], [-1.05478, -0.15884, -1.51904], [1.51780, -0.47022, 1.03705], [0.26330, 0.23309, -1.05193], [2.01701, -1.08228, -0.92749], [-0.15926, 2.89347, -1.59846], [-1.99078, 0.90836, 0.25475], [0.44950, -1.66044, -0.34633], [1.93872, -1.39727, 1.42307]], "lowdin_charge": [0.065, 0.061, 0.103, 0.061, -0.670, 0.100, 0.045, 0.081, -0.094, -0.127, -0.174, 0.123, 0.106, -0.252, -0.262, -0.183, 0.126, 0.566, 0.086, 0.122, 0.115], "lumo_ev": 0.73, "orbital_gap_ev": 8.914, "smiles": "CCCN(C=S)CC"}

---

*x*
{"formula": "C6H13NS", "method": "wB97M-V/def2-TZVPD", "species": ["C", "C", "C", "H", "H", "H", "S", "H", "H", "H", "N", "H", "H", "H", "H", "C", "C", "H", "H", "H", "C"], "coordinates": [[1.25945, -1.89887, -1.02603], [1.94023, -0.99026, -0.21090], [-1.90783, 0.50164, 1.31807], [2.97825, -0.50653, -2.04219], [-2.07021, 2.58401, 1.73110], [1.07287, 0.56539, -1.34453], [-0.39478, 2.30532, 0.03320], [1.99975, 1.20264, 0.07032], [0.61985, -1.49303, -1.85940], [-1.19472, 0.47507, 2.13526], [3.20976, -0.12590, -1.13592], [-2.78543, 2.15161, 0.14097], [2.29096, -1.10836, 0.82566], [1.46097, -2.95689, -1.06995], [-1.87551, -0.42023, -0.69057], [-1.95591, 1.93612, 0.85370], [1.86762, 0.39884, -0.67658], [-0.39293, -0.68215, 0.16629], [-2.87804, 0.18962, 1.74934], [-1.77569, -1.54970, 0.71786], [-1.46865, -0.57834, 0.31430]], "lowdin_charge": [0.109, -0.261, -0.360, 0.049, 0.055, 0.036, 0.520, 0.071, 0.107, 0.091, 0.169, 0.065, 0.142, 0.069, 0.079, -0.681, -0.304, 0.006, 0.107, 0.073, -0.143], "lumo_ev": -3.42, "orbital_gap_ev": 3.348}

---

Which one sits at the top of the stability order? *w* does.

---

*w*
{"formula": "C4H12S2", "method": "wB97M-V/def2-TZVPD", "species": ["H", "H", "H", "H", "H", "S", "H", "C", "H", "H", "H", "H", "S", "C", "H", "C", "C", "H"], "coordinates": [[1.98109, -5.38573, 4.51386], [0.87729, -5.85691, 5.84388], [1.18001, -5.12914, 1.94811], [0.11155, -3.89208, 2.68116], [-1.92023, 4.90455, -2.39416], [0.33651, 4.58374, -3.30982], [-0.57237, -5.12507, 1.57603], [0.22955, 6.07331, -4.25322], [0.75182, -4.22724, 5.11059], [1.22259, 6.49014, -4.49143], [-1.90271, 3.93057, -3.89761], [-1.32377, 3.21565, -2.36039], [-0.10227, -6.09914, 3.72054], [0.17586, -4.94735, 2.36671], [-0.24902, 5.74623, -5.19162], [0.95220, -5.29124, 4.89995], [-1.36095, 4.14064, -2.96006], [-0.38713, 6.86905, -3.80255]], "lowdin_charge": [0.035, 0.032, 0.034, 0.040, 0.039, 0.711, 0.032, -0.473, 0.044, 0.040, 0.035, 0.033, 0.713, -0.453, 0.029, -0.478, -0.454, 0.041], "lumo_ev": 1.12, "orbital_gap_ev": 9.538, "smiles": "CSC.CSC"}

---

*x*
{"formula": "C4H12S2", "method": "wB97M-V/def2-TZVPD", "species": ["H", "C", "C", "H", "H", "H", "C", "H", "H", "H", "H", "H", "S", "H", "S", "H", "C", "H"], "coordinates": [[-1.72895, 0.14110, 1.01202], [2.47650, 2.94537, 0.83035], [-1.97921, -2.99397, -0.75963], [1.80263, 0.22330, 0.60371], [-1.34512, -3.79206, -1.10032], [1.09139, 0.03346, -1.06015], [1.85519, 0.48068, -0.45773], [-2.87209, 0.09945, -0.34616], [-2.83610, -2.77340, -1.37821], [-2.97717, -1.27046, 0.84609], [2.81208, 0.42341, -0.97756], [2.12594, 3.97269, 0.80992], [1.34654, 2.27846, -0.45381], [2.34529, 2.57077, 1.86206], [-1.01037, -1.45006, -0.55223], [-2.28984, -3.17934, 0.31483], [-2.31826, -0.54084, 0.36372], [3.50155, 2.83145, 0.44310]], "lowdin_charge": [0.031, -0.436, -0.412, 0.032, 0.019, -0.066, -0.406, 0.035, 0.026, 0.027, 0.030, 0.005, 0.681, 0.041, 0.713, 0.040, -0.395, 0.033], "lumo_ev": 0.92, "orbital_gap_ev": 9.293, "smiles": "CSC.CSC"}

---

Which one sits at the top of the stability order? *w* does.

---

*w*
{"formula": "C7H14O", "method": "wB97M-V/def2-TZVPD", "species": ["H", "C", "H", "C", "H", "H", "H", "H", "H", "H", "H", "H", "C", "C", "H", "H", "C", "H", "H", "C", "O", "C"], "coordinates": [[-1.56019, 1.95724, -0.59336], [2.84874, 0.02162, 1.50476], [1.28808, 0.89206, 0.34132], [-0.95749, 0.00929, 0.11741], [-2.87564, 0.79282, -0.47982], [2.39692, 0.18898, 2.47496], [-0.23207, -1.49926, 1.49854], [-0.30571, -0.78071, -3.10245], [1.14794, -1.26177, -0.11672], [2.71783, 0.20815, -0.59763], [-1.92517, -0.31406, -2.56949], [-2.21965, 1.52471, 0.98308], [-1.95454, 1.13174, 0.00030], [2.22990, 0.29956, 0.36009], [-0.61172, 0.87339, -2.55962], [3.80232, -0.49475, 1.53964], [-0.83062, -0.59002, 1.49289], [-1.81585, -0.80948, 1.90946], [-0.32657, 0.11562, 2.15861], [-0.47664, -0.59562, -0.99712], [0.52007, -1.49484, -0.97414], [-0.85993, -0.17465, -2.39071]], "lowdin_charge": [0.073, -0.034, 0.073, -0.340, 0.081, 0.052, 0.072, 0.079, 0.129, 0.070, 0.081, 0.074, -0.072, -0.105, 0.082, 0.054, -0.068, 0.083, 0.072, -0.412, -0.026, -0.019], "lumo_ev": 0.95, "orbital_gap_ev": 8.762, "smiles": "CC(C)=C(C)O.C=C"}

---

*x*
{"formula": "C7H14O", "method": "wB97M-V/def2-TZVPD", "species": ["H", "C", "C", "H", "H", "H", "H", "H", "H", "H", "C", "H", "C", "H", "C", "C", "O", "H", "C", "H", "H", "H"], "coordinates": [[1.54103, -0.43259, -2.60588], [-0.33906, 0.67809, 1.94312], [-0.23406, 0.66191, -2.02132], [-1.02214, 2.73570, 1.74353], [-0.06112, 0.80117, 2.99409], [-1.08110, -0.90824, 0.65703], [-2.29460, 1.60161, 2.17171], [0.56316, 0.84615, 1.35294], [-0.94425, -0.12811, -2.22180], [-0.05507, -1.47828, 1.95989], [-1.38949, 1.72275, 1.57269], [1.64620, -3.15564, -1.46879], [1.08226, 0.42334, -1.87860], [-1.67021, 1.62786, 0.52123], [1.59899, -1.09980, -0.92740], [1.31225, -2.16371, -1.74037], [2.30096, -0.80365, -0.00556], [-0.66874, 1.65131, -1.99487], [-0.82540, -0.74961, 1.70685], [0.49547, -2.10069, -2.44217], [-1.71102, -0.96403, 2.30893], [1.75596, 1.23447, -1.62525]], "lowdin_charge": [0.160, -0.318, 0.044, 0.067, 0.101, 0.058, 0.070, 0.082, 0.073, 0.069, -0.126, 0.054, -0.135, 0.052, -0.486, -0.013, 0.088, 0.068, -0.124, 0.043, 0.070, 0.103], "lumo_ev": [-0.78, -0.78], "orbital_gap_ev": [7.609, 7.610]}

---

Which one sits at the top of the stability order? *w* does.